Molecular formula: C43H45N8O5S5SiTi
Method: DFT, the ωB97M-V functional and the def2-TZVPD basis

lowest unoccupied orbital energy: -3.00 eV
HOMO-LUMO gap: 7.078 eV
E_HOMO: -10.1 eV
charge: +1
M: 990.172 g/mol
strongest force on any atom: 1.7 eV/A
E: -5609.6889 Ha

Structure (XYZ):
```
108
Properties=species:S:1:pos:R:3:forces:R:3:lowdin_charge:R:1
N -8.5362 -0.1815 2.3330 0.1 -0.2 0.0 0.0700
H -3.2884 -4.3680 0.2728 0.0 0.1 0.0 0.1105
H -5.1557 -0.8411 -1.7126 0.0 0.1 0.0 0.1065
H -0.6659 3.7244 0.3846 0.3 0.0 0.0 0.0558
H -7.5565 -2.4458 0.0332 0.0 0.1 0.1 0.1064
H -6.2410 -1.9198 4.0840 0.0 0.0 -0.1 0.1143
C 2.1240 4.7995 -0.0279 0.0 0.1 0.1 -0.0511
C 2.4379 4.8029 -2.4206 0.0 0.0 0.0 -0.0645
C 1.4820 1.1260 -2.7105 0.0 0.3 -0.1 -0.4802
N 1.1855 -2.1220 -2.4635 0.1 -0.1 -0.3 0.0766
H -1.4229 1.7422 2.6624 0.1 0.0 0.1 0.0052
C -6.7501 -2.2899 2.0207 0.2 0.1 -0.1 -0.5297
H -2.6211 -2.9613 -3.9895 0.1 0.1 0.0 0.0841
S 2.0077 2.3532 -3.7565 -0.1 0.1 0.0 1.1558
C 3.1567 -1.6997 0.6815 -0.5 0.2 0.0 -0.1575
S 4.0117 0.3415 -0.7135 0.0 0.3 -0.4 0.6387
H -2.1340 4.2027 -0.4760 0.0 0.0 0.1 0.1067
C -8.4745 -0.8703 1.1921 0.0 0.1 0.2 -0.1421
C 6.3781 -0.9224 -1.1463 -0.1 0.0 0.1 -0.0432
N -0.9769 -0.3808 -2.6028 0.3 -0.5 0.1 0.0685
H -4.4734 -0.8760 2.4804 0.0 0.0 0.0 0.1057
H -4.2251 3.6121 0.2212 0.0 0.0 0.0 0.1110
H 2.7755 6.5027 -1.1749 0.0 -0.1 0.0 0.1127
C -0.1312 -4.0156 -2.7059 -0.2 -0.3 0.1 -0.3551
O 3.9112 0.0565 -2.1348 0.0 -0.2 0.0 -0.3353
O -1.0476 1.2938 -0.2106 0.1 -0.1 0.3 -0.0658
C 2.4601 1.1665 2.9381 0.3 0.0 -0.2 -0.1987
C -7.7406 -0.5673 3.3322 -0.1 0.0 -0.1 -0.1296
C 1.7298 3.4813 -0.0406 0.0 -0.1 0.2 -0.0499
H -2.2135 3.7570 1.2293 0.0 0.0 0.0 0.1045
C 1.9410 -2.6008 0.5925 0.5 0.3 -0.2 -0.5662
C 0.4564 -1.0192 3.3816 -0.1 -0.3 -0.2 -0.1922
H 1.5319 2.9463 0.8798 -0.1 0.0 0.0 0.0835
C -1.9511 -2.6930 0.3102 0.1 -0.1 0.0 -0.1078
N 2.7848 -0.3940 0.0992 0.3 -0.5 -0.2 -0.2739
C 1.6675 2.8088 -1.2558 -0.2 -0.2 -0.1 -0.3128
C 2.4631 5.4662 -1.2122 0.0 0.0 -0.1 -0.0605
C -1.1725 -1.7295 -2.8941 0.1 0.2 0.1 -0.3292
C 5.5406 -0.3629 -0.1932 0.1 0.1 0.1 -0.3024
O 0.8396 -1.8804 0.3431 0.4 -1.1 0.2 -0.2220
H -2.3372 0.1297 1.8442 0.0 0.0 -0.1 0.0896
Ti 0.8093 -0.1517 -0.1677 -1.4 0.9 0.3 1.0142
C -5.9766 1.0607 -1.1240 0.0 -0.1 0.0 -0.0520
C 2.0964 -3.0622 -2.5187 -0.1 0.0 -0.1 -0.6720
C -2.2810 -2.0086 -3.6116 -0.3 -0.1 0.0 -0.3217
C -0.0790 -2.6713 -2.6192 0.2 0.4 -0.1 -0.3653
H -7.8247 -0.0043 4.2568 0.0 0.0 -0.1 0.1111
H 3.4297 -1.6140 1.7369 0.1 0.1 0.1 0.1306
N -1.8762 1.7106 -3.1982 0.0 -0.2 -0.1 0.1400
H -1.2691 2.1724 -2.5419 0.1 0.0 -0.1 0.0843
H 2.5616 0.9776 4.0119 -0.1 0.0 -0.1 0.0446
C -1.8923 0.3464 -3.1727 0.1 0.1 -0.3 -0.6984
C -1.9636 2.1052 -0.1034 -0.4 0.0 0.1 -0.3713
H -0.4152 1.7076 4.1074 0.1 0.0 -0.1 0.0470
Si 0.7922 0.5116 2.3504 0.2 0.1 0.7 0.5567
N 1.3093 1.4625 -1.4574 0.7 0.4 -0.6 -0.0857
H 6.0215 -1.0633 -2.1584 0.1 0.0 0.0 0.1095
C -5.7054 2.3047 -0.5666 -0.1 0.0 0.0 -0.0526
C 5.9870 -0.1369 1.1065 -0.1 0.0 0.0 -0.0459
H 3.2973 0.6905 2.4237 -0.1 0.0 0.1 -0.0112
C 9.5867 -1.3027 0.8618 -0.1 0.0 0.0 -0.0390
H 2.5603 2.2449 2.7789 0.0 -0.1 0.0 0.0310
S -5.5732 -3.6006 1.7530 0.0 -0.1 0.1 1.0289
C -4.4108 2.6374 -0.2098 0.0 0.1 0.0 -0.0156
C -3.6584 0.4692 -0.9294 0.0 -0.1 0.1 -0.0703
H 4.0747 -3.5784 -2.6432 0.0 0.1 0.0 0.1064
H -2.8534 -0.2406 -1.0675 -0.2 0.1 0.1 0.0851
H 1.1607 -1.8259 3.1565 -0.1 0.0 0.1 0.0312
C -0.3916 1.8240 3.0185 -0.3 0.1 -0.4 -0.2019
H -0.0426 2.8382 2.8002 0.0 -0.1 0.0 0.0282
H 3.7281 -1.8632 -2.5501 0.1 0.1 0.0 0.0614
C -3.7867 -1.4335 1.8594 0.0 0.0 0.1 -0.0427
C 8.1552 -1.0137 0.4931 0.1 -0.1 0.0 -0.2515
H 3.9819 -2.1708 0.1621 0.1 -0.2 0.0 0.1145
N 3.4299 -2.8279 -2.4790 -0.3 0.0 0.2 0.1304
C 7.2822 -0.4735 1.4416 0.1 0.0 0.1 -0.0184
H -0.5467 -1.4147 3.2093 0.1 0.0 0.0 0.0208
C -4.0834 -2.7118 1.4016 -0.1 0.0 -0.1 -0.4937
H 2.1885 5.3275 0.9168 0.0 0.0 -0.1 0.1161
C -2.5846 -0.8623 1.4880 0.0 -0.1 0.0 -0.1564
O 1.9787 -3.7848 0.7184 -0.3 -0.3 0.1 0.1423
H 7.6359 -0.3001 2.4526 0.0 0.0 -0.1 0.1244
C 2.0455 3.4651 -2.4219 0.0 0.0 -0.2 -0.4392
H -1.1886 -3.1868 -0.2799 0.0 0.0 0.0 0.0981
H 5.3285 0.3199 1.8384 0.1 0.0 -0.1 0.1080
H 9.6373 -1.9921 1.7081 0.0 0.0 -0.1 0.0882
H -2.7128 2.1979 -3.4695 0.0 0.0 0.0 0.1093
S 1.4591 -4.6727 -2.6609 0.1 0.0 0.1 1.0845
C 7.6790 -1.2527 -0.7927 0.0 0.0 0.1 -0.0187
H 1.2915 0.1283 -3.0742 0.1 -0.1 0.1 0.0597
H -6.9878 0.8156 -1.4286 0.1 0.0 0.1 0.1114
N -1.6794 -1.4482 0.7022 -0.2 0.4 0.2 0.0506
C -3.3659 1.7269 -0.3989 -0.1 -0.1 0.0 -0.1608
C -6.8449 -1.6250 3.2345 0.0 0.0 0.0 -0.0895
H 0.5521 -0.7729 4.4428 0.0 0.1 0.0 0.0430
O 4.0374 1.7321 -0.3603 -0.1 0.0 0.2 -0.2570
H 10.1332 -1.7395 0.0271 0.0 0.0 0.0 0.0781
C -7.5924 -1.9214 0.9808 0.0 0.0 0.0 -0.0845
H -6.5065 3.0164 -0.4131 0.0 0.0 0.0 0.1133
S -3.1191 -0.5536 -4.0078 0.2 0.0 -0.2 1.0873
H 2.7305 5.2943 -3.3406 0.0 0.0 0.1 0.1163
H -0.9959 -4.6583 -2.8005 0.1 0.1 0.0 0.0843
C -4.9527 0.1370 -1.2917 -0.1 0.1 0.1 -0.0751
C -3.1222 -3.3571 0.6275 -0.1 -0.1 0.0 -0.0659
H 8.3392 -1.6888 -1.5338 0.0 0.1 0.0 0.1182
H -9.1634 -0.5623 0.4104 0.1 0.0 0.0 0.1090
C -1.7186 3.5346 0.2821 0.0 0.0 0.0 0.0134
H 10.0941 -0.3830 1.1597 0.0 0.0 0.0 0.0893
```
Positions in Å, forces in eV/Å.

Molecular formula: C43H46GaN6
Method: DFT, the ωB97M-V functional and the def2-TZVPD basis

lowest unoccupied orbital energy: 2.20 eV
HOMO-LUMO gap: 4.376 eV
E_HOMO: -2.2 eV
charge: -1
M: 716.606 g/mol
strongest force on any atom: 0.8 eV/A
E: -3919.4644 Ha

Structure (XYZ):
```
96
Properties=species:S:1:pos:R:3:forces:R:3:lowdin_charge:R:1
H 3.1562 3.5492 1.2329 0.0 0.0 0.0 0.0991
H 0.6788 -2.5610 -0.4287 0.0 0.0 0.0 0.1184
C -0.0456 0.9224 1.8356 0.2 0.1 0.0 -0.2105
C 1.3813 -1.3112 -2.0288 0.0 0.0 0.0 -0.1538
C 0.0550 -1.4723 -2.7623 -0.1 0.0 0.0 -0.1954
H 1.5016 -5.1044 2.1927 0.0 0.0 0.0 0.0893
C -2.6968 1.0144 -2.5464 0.0 0.1 -0.2 -0.2047
C 1.4363 1.9006 3.6833 0.1 0.1 0.1 -0.1094
C -3.5195 2.2244 -4.6414 -0.1 0.1 -0.1 -0.1070
C -0.9073 -3.9916 1.3975 0.1 0.0 0.0 -0.2205
C 0.2484 1.6410 3.0229 -0.1 -0.1 -0.1 -0.0348
C -2.7022 2.7636 1.8644 0.0 0.0 0.0 -0.1797
N -1.2616 0.7781 1.3710 -0.1 0.1 -0.1 0.0228
H -3.0170 4.2033 0.3088 0.0 0.0 0.0 0.1061
N -0.0175 2.1573 -1.0881 0.0 0.2 -0.2 0.2372
H 4.2239 0.8829 2.0499 0.0 0.0 0.0 0.1025
C 3.1483 0.9557 2.1986 0.1 -0.1 0.0 -0.1246
H -0.1172 -6.4069 2.4720 0.0 0.0 0.0 0.0927
C -2.9835 3.1149 0.4083 0.0 -0.1 0.0 -0.2073
H -4.5693 3.1508 -1.0188 0.0 0.0 0.0 0.0944
C -4.1742 1.0647 -0.6396 0.1 -0.1 0.0 -0.2099
H 3.0259 -4.2729 3.8904 0.0 0.0 0.0 0.0866
H 0.2067 0.4509 -4.3984 0.0 0.0 0.0 0.0890
C -0.2343 -2.3738 3.1697 0.0 0.0 0.0 -0.0490
H 2.9093 2.0531 -2.5461 0.0 0.0 0.0 0.1183
C -0.4909 -6.4806 1.4599 0.0 0.0 0.0 -0.0697
C 0.9943 0.1739 1.0510 0.0 0.1 0.0 -0.2100
C -3.6134 1.7338 -3.3516 0.1 -0.1 0.1 -0.0220
H 2.9876 -0.1245 0.4386 0.0 0.0 0.0 0.0880
H -2.2740 1.1135 3.1860 0.0 0.0 0.0 0.1132
C 0.0073 -3.5684 2.4494 0.0 0.0 0.0 -0.1835
H -2.1399 2.7798 -0.1983 0.0 0.1 0.0 0.0663
C 2.4027 0.3425 1.2210 -0.1 0.0 0.0 -0.0321
H 0.2015 -1.4118 -3.8422 0.0 0.0 0.0 0.1024
C 1.2224 -4.2218 2.7517 0.0 0.0 0.0 -0.0659
H -0.3249 -2.4771 -2.5469 0.0 0.0 0.0 0.1250
C -0.8060 0.8182 -4.2939 -0.1 -0.1 0.1 -0.0357
H -0.6217 2.0293 3.5323 0.0 0.0 0.0 0.0811
H 4.0949 1.8501 -0.4009 0.0 0.0 0.0 0.0902
H 3.6659 5.2381 1.1455 0.0 0.0 0.0 0.1125
N 0.4877 -0.6128 0.1544 -0.1 0.1 -0.1 0.0320
C -1.2397 1.6138 -5.3276 0.0 0.0 -0.1 -0.1103
H -1.1166 -8.8685 -0.8832 0.0 0.0 0.0 0.0760
C -0.5498 -7.7271 0.8605 0.0 0.0 0.0 -0.1297
H -1.1430 -1.8250 2.9521 0.0 0.0 0.0 0.0978
H 3.5247 1.9775 4.0218 0.0 0.0 0.0 0.0857
H 0.4187 -0.9608 4.6240 0.0 0.0 0.0 0.0870
C -1.5775 -6.7642 -1.0597 0.0 0.0 0.0 -0.1288
H -2.6138 2.7495 -6.4799 0.0 0.0 0.0 0.0832
C -1.6692 -2.9695 0.8144 0.1 0.0 0.0 -0.2066
C 3.4607 4.3467 0.5482 0.0 0.0 0.0 -0.1716
C 2.1038 -3.7314 3.7033 0.0 0.0 0.0 -0.1266
C -1.0804 -7.8931 -0.4142 0.0 0.0 0.0 -0.1506
C -4.2692 2.5267 -0.1733 0.0 0.0 0.0 -0.1719
H 5.0272 4.7173 -0.8889 0.0 0.0 0.0 0.1099
C 0.9543 2.7783 -1.1761 0.1 -0.2 0.1 -0.2163
H -4.4188 2.7315 -4.9817 0.0 0.0 0.0 0.0979
H -3.2572 0.6697 1.8316 0.0 0.0 0.0 0.0964
H 2.1039 -2.0030 -2.4718 0.0 0.0 0.0 0.1137
H 5.2534 2.3423 -1.6414 0.0 0.0 0.0 0.1132
H -5.0223 0.8423 -1.2956 0.0 0.0 0.0 0.1139
H -1.8445 3.3558 2.1982 0.0 0.0 0.0 0.1003
H 2.2185 -1.8005 -0.0812 0.0 0.0 0.0 0.1107
C 3.2240 2.9478 -2.0114 -0.1 0.0 0.1 -0.1394
C -2.4698 2.2274 -5.5429 0.0 -0.1 0.1 -0.1376
N -2.9276 0.7094 -1.2952 0.1 0.2 0.1 0.0036
C 1.2460 -1.6292 -0.5438 -0.1 0.0 0.0 -0.1841
H 2.5501 5.4855 -1.0537 0.0 0.0 0.0 0.1219
C 1.8368 -2.5611 4.4019 0.0 0.0 0.0 -0.1393
H -1.9249 -4.6554 -0.9912 0.0 0.0 0.0 0.0906
H 5.5235 3.6967 0.4584 0.0 0.0 0.0 0.1084
H -2.0231 -6.8585 -2.0449 0.0 0.0 0.0 0.0871
H 1.7616 -0.2915 -2.1624 0.0 0.0 0.0 0.0988
C 4.7010 3.9043 -0.2282 0.0 0.0 0.0 -0.1971
C -0.9481 -5.3117 0.8082 0.0 0.0 0.0 -0.1922
H 1.3019 2.4335 4.6215 0.0 0.0 0.0 0.0997
C 0.6530 -1.8873 4.1107 0.0 0.0 0.0 -0.1170
H -4.5585 1.9363 -2.8673 0.0 0.0 0.0 0.0805
H 2.5329 -2.1760 5.1368 0.0 0.0 0.0 0.0787
C -2.2548 -1.9887 0.3466 -0.2 0.0 0.1 -0.0410
H 3.5155 3.7005 -2.7541 0.0 0.0 0.0 0.1230
H -5.0810 2.5821 0.5610 0.0 0.1 0.0 0.1117
H -0.1866 -8.5897 1.4101 0.0 0.0 0.0 0.0868
N -0.9720 -0.5449 -2.3208 0.2 0.1 0.1 0.0226
C 2.3120 4.6284 -0.4120 0.0 -0.1 0.0 -0.1404
H -3.5521 3.0468 2.4965 0.0 0.0 0.0 0.1116
C -1.5191 -5.5152 -0.4706 0.0 0.0 0.0 -0.0550
C -1.4453 0.3923 -3.0923 0.0 0.1 0.0 -0.2200
C 4.3834 2.6664 -1.0653 0.0 0.0 0.0 -0.1753
H -4.2762 0.3775 0.1992 0.0 0.0 0.0 0.0895
H -0.5050 1.7601 -6.1153 0.0 0.0 0.0 0.0969
H 1.3891 4.8504 0.1204 0.0 0.0 0.0 0.1269
N 2.0777 3.4668 -1.2676 -0.1 0.1 -0.1 -0.0953
C 2.7516 1.6339 3.3464 -0.1 0.0 0.0 -0.1416
Ga -1.4947 -0.3468 -0.3268 -0.1 -0.8 0.2 0.3301
C -2.4038 1.2855 2.1133 0.0 -0.1 0.0 -0.2083
```
Positions in Å, forces in eV/Å.